{"formula": "C2H10N2OSi", "method": "ωB97M-V/def2-TZVPD", "e_lumo_ev": [0.80, -2.58], "e_above_lowest_ev": 0.000, "total_energy_ev": -15136.24631, "orbital_gap_ev": [5.4911, 7.2096], "fmax_ev_per_a": 9.36, "multiplicity": 3, "symbols": ["C", "C", "N", "N", "O", "Si", "H", "H", "H", "H", "H", "H", "H", "H", "H", "H"], "xyz": [[-2.232, -2.430, 0.170], [1.940, -1.350, -0.163], [1.383, 1.417, -1.289], [-0.203, 0.553, 0.926], [-1.245, -1.710, 0.956], [0.948, 0.189, -0.395], [-2.449, -1.810, -0.741], [-3.198, -2.284, 0.673], [-2.305, -3.579, 0.010], [2.753, -1.037, -0.796], [2.256, -1.433, 0.868], [1.543, -2.216, -0.644], [-1.744, -1.070, 1.315], [2.139, 1.269, -1.961], [-0.164, 1.494, 1.185], [-0.105, -0.128, 1.672]], "forces_ev_per_a": [[-2.27, 0.55, -0.36], [0.60, 1.57, 0.36], [2.90, 5.86, -3.06], [2.18, -0.86, -1.45], [1.90, -5.86, -2.43], [-5.86, -6.80, 2.66], [0.81, -1.17, 0.14], [0.00, -0.12, 0.34], [1.58, 2.02, 0.29], [1.13, -0.22, -0.13], [0.32, -0.66, 0.23], [-0.57, -0.54, 0.22], [-2.43, 3.69, 1.95], [-0.14, 0.26, 0.04], [-0.16, 1.72, 1.02], [0.03, 0.56, 0.19]], "lowdin_charge": [-0.138, -0.236, -0.017, -0.083, -0.162, 0.355, 0.081, 0.060, 0.109, -0.005, 0.019, 0.012, -0.018, 0.014, -0.012, 0.019]}